{"formula": "C24H30MgN3O6S2Sb", "method": "ωB97M-V/def2-TZVPD", "elements": ["Mg", "O", "C", "C", "C", "C", "C", "C", "C", "O", "N", "N", "C", "S", "C", "C", "S", "H", "H", "H", "H", "H", "H", "H", "H", "H", "O", "C", "O", "C", "O", "O", "C", "Sb", "C", "C", "H", "H", "H", "H", "H", "H", "H", "H", "H", "C", "N", "C", "C", "C", "C", "C", "C", "C", "C", "H", "H", "H", "H", "H", "H", "H", "H", "H", "H", "H", "H"], "xyz": [[-0.412, -0.150, -0.787], [-0.884, 0.286, 3.607], [0.411, 0.204, 3.946], [0.732, 0.167, 5.306], [2.048, 0.080, 5.717], [3.075, 0.028, 4.778], [2.763, 0.065, 3.430], [1.444, 0.154, 2.989], [1.124, 0.195, 1.529], [-0.118, 0.284, 1.188], [2.144, 0.157, 0.711], [1.749, 0.225, -0.622], [2.734, 0.274, -1.426], [4.387, 0.197, -0.737], [5.182, -0.003, -2.354], [4.425, 0.856, -3.336], [2.646, 0.474, -3.176], [-0.898, 0.284, 2.609], [-0.081, 0.205, 6.022], [2.277, 0.049, 6.777], [4.108, -0.043, 5.098], [3.536, 0.023, 2.673], [5.127, -1.055, -2.637], [6.228, 0.292, -2.248], [4.694, 0.645, -4.373], [4.578, 1.915, -3.128], [-1.314, 0.371, -4.515], [-1.174, 0.505, -3.308], [-0.080, 0.382, -2.636], [-2.394, 0.882, -2.378], [-3.443, 1.281, -2.870], [-2.147, 0.758, -1.115], [-0.432, 4.494, 1.014], [-0.079, 3.145, -0.667], [-1.525, 4.148, -1.915], [1.536, 4.403, -1.436], [-0.409, 5.536, 0.686], [0.334, 4.335, 1.777], [-1.408, 4.270, 1.451], [-1.424, 5.231, -1.810], [-2.529, 3.826, -1.636], [-1.358, 3.855, -2.953], [1.261, 5.459, -1.364], [1.714, 4.143, -2.482], [2.455, 4.227, -0.872], [-4.126, -2.307, -0.967], [-3.843, -2.729, 0.404], [-4.779, -2.101, 1.314], [-2.471, -2.364, 0.781], [-1.409, -3.058, -0.054], [-1.415, -4.455, -0.073], [-0.471, -5.155, -0.809], [0.483, -4.444, -1.530], [0.472, -3.053, -1.501], [-0.464, -2.295, -0.773], [-5.140, -2.615, -1.238], [-3.424, -2.788, -1.647], [-4.035, -1.219, -1.098], [-5.801, -2.382, 1.045], [-4.711, -1.000, 1.298], [-4.584, -2.440, 2.335], [-2.345, -2.635, 1.836], [-2.334, -1.277, 0.698], [-2.177, -4.994, 0.487], [-0.481, -6.241, -0.827], [1.226, -4.978, -2.116], [1.224, -2.529, -2.092]], "atomic_forces_ev_per_a": [[0.005, 0.013, 0.039], [0.021, -0.018, 0.016], [0.079, -0.012, -0.084], [0.007, 0.003, 0.055], [-0.017, 0.000, -0.053], [0.040, 0.000, 0.003], [-0.046, 0.001, 0.008], [-0.089, 0.014, 0.010], [-0.192, 0.062, -0.024], [0.345, -0.083, 0.328], [0.089, -0.027, 0.067], [0.296, -0.005, -0.074], [0.228, 0.035, 0.546], [-0.060, 0.009, -0.141], [-0.030, -0.063, 0.192], [-0.272, -0.029, -0.071], [-0.069, -0.020, 0.067], [0.013, 0.028, -0.030], [0.005, 0.000, -0.026], [-0.004, 0.003, -0.003], [-0.015, -0.002, -0.008], [-0.012, 0.002, 0.022], [0.065, 0.010, -0.084], [0.009, 0.021, -0.047], [0.020, 0.015, 0.025], [0.072, 0.009, -0.008], [-0.027, 0.101, -0.004], [0.165, 0.009, 0.093], [-0.100, 0.046, -0.822], [-0.272, 0.097, 0.094], [0.063, -0.033, 0.051], [-0.351, 0.006, -0.240], [0.006, -0.101, -0.028], [0.116, 0.654, -0.031], [-0.007, -0.172, 0.027], [-0.014, -0.093, 0.057], [-0.008, -0.049, -0.011], [-0.047, 0.016, -0.027], [0.051, 0.019, -0.006], [0.019, -0.026, 0.006], [0.041, 0.003, -0.040], [-0.035, 0.020, 0.033], [0.003, -0.050, -0.010], [0.000, 0.001, 0.040], [-0.039, 0.009, -0.030], [0.042, -0.007, 0.044], [0.001, 0.017, -0.053], [0.020, -0.029, -0.004], [0.052, -0.111, -0.119], [0.084, -0.007, -0.078], [-0.002, -0.012, 0.022], [-0.018, 0.033, -0.002], [-0.033, 0.005, 0.017], [0.010, 0.025, -0.007], [-0.188, -0.479, 0.217], [0.006, 0.005, 0.011], [-0.002, 0.014, 0.001], [-0.004, -0.012, 0.008], [0.000, 0.009, 0.005], [-0.005, -0.004, -0.003], [-0.008, 0.018, -0.002], [-0.010, 0.034, 0.020], [0.003, 0.051, 0.042], [0.017, 0.023, -0.022], [0.006, 0.007, 0.010], [0.009, 0.016, -0.005], [-0.030, -0.020, 0.021]], "lowdin_charge": [0.403, 0.052, -0.270, -0.034, -0.119, -0.120, -0.036, -0.061, -0.427, -0.135, 0.012, -0.124, -0.853, 0.884, -0.570, -0.550, 0.949, 0.075, 0.106, 0.088, 0.084, 0.101, 0.066, 0.062, 0.066, 0.065, 0.024, -0.575, -0.219, -0.604, 0.009, -0.168, -0.349, 1.437, -0.321, -0.347, -0.018, -0.016, -0.011, -0.011, 0.002, 0.008, -0.018, -0.013, -0.016, -0.086, -0.262, -0.138, -0.188, -0.267, -0.085, -0.141, -0.139, -0.135, -0.082, 0.073, 0.086, 0.084, 0.069, 0.088, 0.072, 0.119, 0.099, 0.095, 0.075, 0.077, 0.077], "homo_ev": -2.43, "max_force_ha_per_bohr": 0.01614, "e_lumo_ev": 4.0, "total_charge": -2, "e_above_lowest_kcal_mol": 4.3, "total_energy_ha": -2785.14547}


{"formula": "C24H30N2O5", "method": "ωB97M-V/def2-TZVPD", "elements": ["C", "C", "H", "H", "O", "C", "C", "C", "C", "C", "C", "O", "C", "C", "O", "N", "C", "H", "C", "C", "C", "C", "H", "H", "H", "H", "H", "H", "H", "H", "H", "H", "H", "H", "H", "C", "O", "N", "C", "C", "C", "C", "C", "C", "O", "C", "H", "H", "H", "H", "H", "C", "H", "H", "H", "H", "H", "H", "H", "H", "H"], "xyz": [[-2.403, -4.119, 0.307], [-2.748, -2.814, -0.410], [-3.763, -2.808, -0.815], [-2.183, -2.550, -1.259], [-2.977, -1.933, 0.384], [-1.963, -1.139, 0.977], [-0.702, -1.455, 0.687], [0.457, -0.553, 0.825], [0.211, 0.505, 1.733], [-0.984, 0.727, 2.225], [-2.180, 0.240, 1.810], [-3.421, 0.592, 2.161], [-4.537, -0.253, 1.784], [-4.933, -0.009, 0.453], [-5.657, -1.031, -0.116], [-4.639, 0.882, -0.261], [-3.918, 2.005, 0.040], [-3.852, 2.167, 1.146], [-2.514, 2.452, -0.802], [-2.857, 2.297, -2.129], [-3.566, 0.927, -2.675], [-4.949, 0.915, -1.655], [-5.326, -0.024, -1.938], [-5.573, 1.678, -1.932], [-3.724, 1.039, -3.897], [-2.787, 0.121, -2.319], [-1.858, 2.131, -2.765], [-3.412, 3.245, -2.615], [-2.269, 3.276, -0.359], [-1.891, 1.527, -0.343], [-4.623, 3.088, -0.363], [-4.672, -1.129, 2.123], [-5.266, 0.575, 2.456], [-1.235, 1.462, 2.891], [1.046, 0.995, 2.235], [1.859, -0.804, 0.491], [2.032, -2.125, -0.145], [2.771, -0.019, 0.777], [4.108, -0.069, 0.196], [4.631, -1.140, -0.176], [6.182, -1.356, -0.414], [6.691, -0.038, -0.181], [6.129, 1.012, 0.059], [4.829, 0.926, 0.359], [4.073, 2.225, 0.717], [5.034, 3.306, 0.950], [4.225, 3.979, 1.365], [5.809, 3.122, 1.742], [5.327, 3.821, -0.086], [6.694, 2.012, 0.188], [7.911, -0.052, -0.700], [6.790, -2.488, -1.115], [7.803, -2.723, -0.531], [7.203, -2.475, -1.980], [6.184, -3.431, -0.945], [4.198, -2.065, -0.172], [2.474, 0.820, 0.753], [-0.482, -2.146, -0.087], [-1.420, -3.944, 0.651], [-2.322, -4.915, -0.238], [-3.069, -4.462, 0.939]], "atomic_forces_ev_per_a": [[2.722, 4.880, -1.580], [-1.631, -8.920, -6.473], [-0.303, -1.605, -1.163], [1.698, 0.115, -1.081], [-0.495, 12.231, 10.715], [-1.610, 2.474, 0.851], [3.942, 2.012, -2.183], [-1.999, 1.126, 3.100], [4.506, -2.124, -1.680], [-5.145, 1.351, 0.709], [0.039, -7.497, -3.354], [1.994, -0.892, 1.283], [-1.397, 11.435, 2.274], [-6.567, -14.419, 0.560], [2.092, 3.312, 3.085], [3.563, 8.683, -7.744], [0.236, 8.463, 0.789], [0.229, 0.085, -1.547], [-2.908, -9.921, 5.028], [1.278, 0.030, -9.248], [0.076, 2.278, 2.581], [3.112, -3.430, -3.486], [-1.248, -0.902, 0.080], [-1.407, 2.038, -0.361], [0.124, -0.605, 3.618], [-1.917, 1.001, -1.088], [-1.627, 1.296, 1.061], [1.117, -2.034, 1.175], [1.717, 5.098, 1.979], [-0.361, 2.205, -1.538], [1.391, -3.133, 1.252], [-0.097, -6.494, 2.398], [0.757, -2.985, -1.777], [0.480, 2.292, 2.042], [-0.123, 0.225, -0.430], [-4.765, -13.026, -5.054], [-0.597, 6.921, 3.311], [6.708, -2.752, -0.771], [-8.558, -1.496, 2.980], [9.140, -9.317, -3.170], [-5.884, 5.674, 0.560], [11.499, -12.832, -6.528], [-2.409, 11.155, 3.201], [1.076, 12.374, 1.633], [3.613, -2.697, -0.376], [-3.147, 1.805, -0.857], [1.560, 0.123, -0.094], [-0.593, 0.011, -1.152], [0.054, -1.387, 2.356], [-1.049, -1.952, -0.517], [-3.175, 0.546, 2.095], [-0.056, -3.056, 8.450], [-1.896, 0.274, -0.587], [1.613, 1.007, -6.347], [0.587, 1.121, -0.502], [-1.913, -1.713, -0.228], [-2.317, 7.943, 0.792], [-0.051, -1.265, -0.129], [0.932, -0.213, 1.371], [0.748, -4.394, -4.278], [-3.359, -0.520, 3.995]], "lowdin_charge": [0.018, -0.399, 0.143, 0.124, -0.063, -0.030, 0.039, -0.073, -0.044, -0.070, -0.144, -0.075, -0.020, -0.455, -0.073, -0.057, -0.109, 0.125, -0.176, -0.324, -0.063, -0.073, 0.087, 0.094, 0.158, 0.121, 0.133, 0.151, 0.047, 0.153, 0.196, 0.074, 0.240, 0.108, 0.133, -0.276, -0.136, 0.209, -0.219, 0.085, -0.135, -0.124, -0.117, -0.159, -0.138, -0.120, 0.096, 0.103, 0.133, 0.151, 0.194, -0.061, 0.130, -0.005, 0.110, 0.081, 0.055, 0.102, 0.076, 0.026, 0.044], "homo_ev": -8.26, "max_force_ha_per_bohr": 0.35832, "e_lumo_ev": -0.1, "total_charge": 0, "e_above_lowest_kcal_mol": 533.0, "total_energy_ha": -1417.49374}


{"formula": "C24H30N2O6", "method": "ωB97M-V/def2-TZVPD", "elements": ["C", "C", "O", "C", "C", "C", "N", "C", "C", "O", "C", "C", "C", "O", "C", "C", "C", "C", "N", "C", "O", "C", "O", "C", "O", "C", "C", "C", "C", "C", "C", "C", "H", "H", "H", "H", "H", "H", "H", "H", "H", "H", "H", "H", "H", "H", "H", "H", "H", "H", "H", "H", "H", "H", "H", "H", "H", "H", "H", "H", "H", "H"], "xyz": [[1.259, -3.797, 3.502], [2.083, -2.919, 2.565], [1.347, -2.476, 1.444], [0.436, -1.458, 1.579], [0.221, -0.722, 2.730], [-0.719, 0.311, 2.781], [-0.901, 1.086, 3.930], [-2.243, 1.145, 4.491], [-2.351, 2.367, 5.403], [-1.379, 2.333, 6.424], [-0.087, 2.271, 5.871], [0.091, 1.034, 4.983], [-1.456, 0.591, 1.619], [-2.410, 1.592, 1.582], [-1.878, 2.910, 1.555], [-1.195, 3.234, 0.231], [-1.254, -0.155, 0.468], [-0.315, -1.170, 0.426], [-0.055, -1.944, -0.713], [-0.460, -1.721, -1.980], [-1.172, -0.815, -2.354], [0.051, -2.776, -2.981], [0.368, -2.132, -4.202], [1.340, -1.209, -4.106], [1.990, -1.057, -3.099], [1.554, -0.452, -5.361], [2.872, -0.122, -5.669], [3.172, 0.585, -6.816], [2.144, 0.988, -7.652], [0.832, 0.689, -7.331], [0.505, -0.034, -6.188], [-0.930, -0.311, -5.873], [0.881, -4.661, 2.963], [1.881, -4.138, 4.325], [0.411, -3.247, 3.903], [2.902, -3.503, 2.135], [2.517, -2.068, 3.104], [0.783, -0.949, 3.620], [-2.971, 1.215, 3.685], [-2.447, 0.239, 5.084], [-3.320, 2.388, 5.903], [-2.229, 3.282, 4.804], [0.607, 2.241, 6.712], [0.106, 3.173, 5.270], [1.090, 1.056, 4.544], [-0.017, 0.132, 5.608], [-1.174, 3.048, 2.385], [-2.744, 3.559, 1.707], [-0.335, 2.586, 0.080], [-1.888, 3.084, -0.593], [-0.863, 4.269, 0.232], [-1.826, 0.083, -0.412], [0.639, -2.659, -0.541], [-0.750, -3.480, -3.218], [0.927, -3.306, -2.593], [3.652, -0.439, -4.993], [4.197, 0.827, -7.053], [2.363, 1.545, -8.551], [0.037, 1.025, -7.981], [-1.132, -0.198, -4.810], [-1.181, -1.335, -6.148], [-1.576, 0.363, -6.431]], "atomic_forces_ev_per_a": [[0.070, 0.271, -0.320], [0.171, -0.289, 0.389], [-0.314, 0.243, -0.289], [-0.188, 0.089, -0.262], [0.086, -0.090, 0.046], [-0.143, 0.035, -0.401], [0.037, 0.219, 0.169], [-0.200, 0.197, 0.229], [-0.223, -0.218, -0.234], [-0.030, -0.025, 0.156], [0.308, -0.205, -0.093], [-0.053, 0.333, 0.135], [0.121, -0.093, 0.085], [0.073, -0.511, 0.024], [0.256, 0.513, -0.156], [-0.223, -0.219, 0.295], [-0.109, 0.071, 0.099], [0.042, 0.058, 0.308], [0.218, -0.330, 0.364], [0.215, -0.456, -0.258], [-0.128, 0.177, -0.019], [0.018, 0.152, 0.275], [-0.099, -0.099, -0.219], [0.303, 0.020, 0.261], [-0.090, -0.071, -0.129], [0.079, 0.205, -0.259], [-0.090, -0.084, 0.099], [0.047, 0.011, -0.029], [0.023, 0.005, 0.007], [0.022, 0.001, -0.019], [0.148, -0.041, 0.029], [-0.165, -0.023, 0.013], [-0.025, -0.091, -0.020], [0.050, -0.047, 0.113], [-0.065, 0.004, 0.087], [-0.058, 0.142, 0.107], [-0.010, -0.043, -0.113], [0.051, -0.055, 0.094], [0.016, -0.008, 0.089], [-0.021, 0.029, -0.038], [0.019, 0.018, -0.087], [-0.031, -0.059, 0.025], [0.014, 0.010, -0.086], [0.022, -0.082, 0.040], [0.004, -0.037, 0.043], [0.073, -0.011, -0.043], [-0.148, -0.009, -0.046], [0.117, -0.020, 0.039], [0.102, 0.008, -0.053], [-0.050, 0.015, -0.122], [0.067, 0.114, -0.014], [-0.026, 0.031, -0.042], [-0.075, 0.070, -0.241], [0.095, 0.084, 0.069], [-0.148, 0.033, -0.039], [0.062, -0.006, 0.059], [0.082, 0.010, -0.012], [0.011, 0.047, -0.069], [-0.090, 0.032, -0.027], [-0.100, -0.021, 0.009], [-0.094, -0.037, 0.025], [-0.025, 0.035, -0.040]], "lowdin_charge": [-0.059, -0.240, -0.061, -0.191, 0.051, -0.151, -0.101, -0.124, -0.186, -0.130, -0.194, -0.153, -0.216, -0.088, -0.246, -0.061, 0.081, -0.131, 0.161, -0.440, 0.091, -0.062, 0.009, -0.434, 0.134, -0.084, -0.014, -0.080, -0.077, -0.042, -0.198, -0.028, 0.079, 0.078, 0.068, 0.125, 0.118, 0.095, 0.123, 0.135, 0.127, 0.123, 0.125, 0.128, 0.130, 0.132, 0.109, 0.124, 0.075, 0.080, 0.075, 0.121, 0.143, 0.143, 0.131, 0.119, 0.102, 0.103, 0.110, 0.071, 0.092, 0.081], "homo_ev": -7.49, "max_force_ha_per_bohr": 0.01155, "e_lumo_ev": 0.7, "total_charge": 0, "e_above_lowest_kcal_mol": 51.3, "smiles": "CCOc1cc(N2CCOCC2)c(OCC)cc1NC(=O)COC(=O)c1ccccc1C", "total_energy_ha": -1493.49557}


Which formula does entry 1 have? C24H30MgN3O6S2Sb